[1]
{
  "formula": "C2H3N",
  "method": "the ωB97M-V functional and the def2-TZVPD basis",
  "energy_ev": -3607.1365,
  "mol_weight_g_mol": 41.053,
  "homo_energy_ev": [-10.1, -9.6],
  "homo_lumo_gap_ev": [7.6, 6.4],
  "max_force_ha_per_bohr": 0.066,
  "relative_energy_kcal_mol": 120.4,
  "multiplicity": 1,
  "symbols": ["C", "C", "N", "H", "H", "H"],
  "coordinates": [[-0.737, 2.469, 0.649], [0.262, -0.915, -0.169], [-0.428, 1.376, 0.404], [-0.204, -0.351, -0.962], [-0.177, -1.682, 0.463], [1.285, -0.896, -0.386]]
}

[2]
{
  "formula": "C3H5NOS",
  "method": "the ωB97M-V functional and the def2-TZVPD basis",
  "energy_ev": -17563.9812,
  "mol_weight_g_mol": 103.146,
  "homo_energy_ev": -8.5,
  "homo_lumo_gap_ev": 9.2,
  "max_force_ha_per_bohr": 0.057,
  "relative_energy_kcal_mol": 29.7,
  "multiplicity": 1,
  "symbols": ["C", "C", "C", "H", "H", "H", "H", "H", "N", "O", "S"],
  "coordinates": [[0.395, -0.935, 1.431], [-0.375, 0.046, 0.618], [-0.145, 0.810, -1.630], [0.113, -1.122, 2.508], [-1.471, -0.116, 0.607], [-0.231, 1.012, 1.006], [0.908, -0.787, -0.817], [0.366, 0.433, -2.584], [0.263, 0.052, -0.657], [1.375, -1.481, 1.020], [-1.198, 2.087, -1.502]]
}

[3]
{
  "formula": "C73H77GeN6NaO4P4STe",
  "method": "the ωB97M-V functional and the def2-TZVPD basis",
  "charge": -2,
  "energy_ev": -210300.3411,
  "mol_weight_g_mol": 1481.620,
  "homo_energy_ev": -0.7,
  "homo_lumo_gap_ev": 4.0,
  "max_force_ha_per_bohr": 0.012,
  "relative_energy_kcal_mol": 4.9,
  "multiplicity": 1,
  "symbols": ["Na", "Te", "C", "C", "C", "N", "C", "C", "C", "P", "C", "C", "C", "C", "C", "C", "C", "C", "C", "C", "C", "C", "P", "C", "C", "C", "C", "C", "C", "C", "C", "C", "C", "C", "C", "H", "H", "H", "H", "H", "H", "H", "H", "H", "H", "H", "H", "H", "H", "H", "H", "H", "H", "H", "H", "H", "H", "H", "H", "N", "P", "C", "C", "C", "C", "C", "C", "C", "C", "C", "C", "C", "C", "P", "C", "C", "C", "C", "C", "C", "C", "C", "C", "C", "C", "C", "H", "H", "H", "H", "H", "H", "H", "H", "H", "H", "H", "H", "H", "H", "H", "H", "H", "H", "H", "H", "H", "N", "C", "C", "C", "C", "C", "N", "H", "H", "H", "H", "H", "H", "N", "H", "H", "H", "C", "Ge", "C", "C", "C", "H", "H", "H", "H", "H", "H", "H", "H", "H", "H", "H", "C", "C", "C", "C", "C", "C", "C", "S", "O", "O", "N", "C", "C", "C", "O", "O", "H", "H", "H", "H", "H", "H", "H", "H", "H", "H", "H", "H"],
  "coordinates": [[0.220, -0.325, -0.002], [-5.525, 0.193, -0.249], [-5.758, 2.038, -1.290], [-5.930, 2.125, -2.666], [-6.167, 3.362, -3.246], [-6.255, 4.503, -2.567], [-6.093, 4.415, -1.249], [-5.858, 3.227, -0.574], [-3.444, -0.248, -0.211], [-2.294, 0.715, 0.756], [-2.956, 0.828, 2.469], [-4.035, 1.617, 2.864], [-4.538, 1.544, 4.154], [-3.959, 0.684, 5.078], [-2.867, -0.088, 4.708], [-2.371, -0.010, 3.415], [-2.429, 2.431, 0.147], [-2.619, 2.666, -1.211], [-2.557, 3.950, -1.727], [-2.283, 5.023, -0.892], [-2.058, 4.798, 0.459], [-2.126, 3.512, 0.974], [-3.049, -1.940, 0.046], [-3.648, -2.901, -1.398], [-4.495, -4.006, -1.350], [-4.781, -4.735, -2.499], [-4.219, -4.378, -3.715], [-3.350, -3.295, -3.770], [-3.061, -2.576, -2.623], [-4.070, -2.699, 1.403], [-3.356, -3.231, 2.476], [-3.992, -3.773, 3.585], [-5.377, -3.791, 3.644], [-6.111, -3.275, 2.584], [-5.465, -2.745, 1.478], [-5.856, 1.249, -3.290], [-6.292, 3.434, -4.323], [-6.152, 5.346, -0.693], [-5.740, 3.239, 0.500], [-4.476, 2.300, 2.153], [-5.387, 2.156, 4.437], [-4.353, 0.625, 6.087], [-2.391, -0.743, 5.427], [-1.500, -0.593, 3.138], [-2.796, 1.830, -1.870], [-2.709, 4.108, -2.788], [-2.224, 6.027, -1.295], [-1.802, 5.624, 1.113], [-1.919, 3.347, 2.025], [-4.945, -4.303, -0.411], [-5.454, -5.584, -2.439], [-4.438, -4.951, -4.609], [-2.862, -3.028, -4.701], [-2.344, -1.764, -2.665], [-2.274, -3.201, 2.443], [-3.404, -4.169, 4.404], [-5.882, -4.199, 4.512], [-7.194, -3.281, 2.620], [-6.064, -2.381, 0.651], [2.167, -2.306, -2.127], [2.881, -1.009, -1.248], [4.085, -1.937, -0.194], [5.077, -2.787, -0.682], [5.845, -3.545, 0.186], [5.637, -3.451, 1.559], [4.670, -2.591, 2.056], [3.897, -1.834, 1.181], [4.024, -0.402, -2.537], [5.227, 0.198, -2.172], [6.061, 0.754, -3.130], [5.701, 0.718, -4.470], [4.501, 0.131, -4.843], [3.665, -0.421, -3.883], [0.562, -2.807, -1.860], [0.263, -3.553, -3.520], [0.365, -2.710, -4.627], [0.088, -3.173, -5.903], [-0.302, -4.494, -6.094], [-0.399, -5.343, -5.002], [-0.115, -4.877, -3.724], [0.697, -4.321, -0.843], [1.909, -4.879, -0.455], [1.938, -5.984, 0.389], [0.754, -6.541, 0.848], [-0.462, -5.986, 0.468], [-0.490, -4.877, -0.364], [2.782, -2.935, -2.634], [5.252, -2.850, -1.752], [6.609, -4.208, -0.203], [6.237, -4.044, 2.239], [4.508, -2.508, 3.125], [3.131, -1.157, 1.552], [5.510, 0.253, -1.127], [6.981, 1.234, -2.822], [6.349, 1.158, -5.218], [4.202, 0.113, -5.884], [2.721, -0.863, -4.181], [0.653, -1.676, -4.494], [0.165, -2.491, -6.741], [-0.531, -4.856, -7.089], [-0.703, -6.374, -5.137], [-0.199, -5.555, -2.886], [2.840, -4.433, -0.780], [2.892, -6.398, 0.694], [0.777, -7.399, 1.510], [-1.393, -6.402, 0.833], [-1.440, -4.427, -0.629], [-3.477, 0.349, -3.895], [-2.229, 0.568, -4.438], [-2.079, 1.004, -5.764], [-0.807, 1.295, -6.211], [0.273, 1.175, -5.342], [0.024, 0.719, -4.057], [-1.191, 0.366, -3.627], [-4.190, -0.022, -4.499], [-3.471, -0.028, -2.952], [-2.949, 1.140, -6.396], [-0.661, 1.644, -7.228], [1.278, 1.459, -5.626], [0.820, 0.692, -3.310], [0.506, -2.315, 1.595], [-0.198, -2.839, 2.099], [1.388, -2.806, 1.708], [0.621, -1.398, 2.035], [1.759, 4.992, -2.675], [2.110, 3.724, -1.191], [1.869, 4.799, 0.488], [4.082, 3.468, -1.248], [1.083, 2.163, -1.402], [2.431, 5.853, -2.642], [0.728, 5.349, -2.611], [1.887, 4.482, -3.633], [2.819, 5.049, 0.967], [1.257, 4.227, 1.191], [1.337, 5.731, 0.273], [4.608, 4.419, -1.133], [4.363, 3.012, -2.201], [4.410, 2.807, -0.442], [0.120, 2.419, -1.857], [0.917, 1.705, -0.426], [1.234, 3.094, 8.763], [2.239, 3.280, 7.658], [3.602, 3.341, 7.931], [4.527, 3.476, 6.907], [4.081, 3.578, 5.599], [2.724, 3.536, 5.306], [1.814, 3.376, 6.335], [5.246, 3.653, 4.265], [6.546, 3.935, 4.821], [4.667, 4.492, 3.261], [5.356, 2.128, 3.674], [4.139, 1.304, 3.504], [3.215, 1.731, 2.376], [1.830, 1.075, 2.593], [1.282, 1.280, 3.689], [1.392, 0.365, 1.643], [1.719, 3.058, 9.738], [0.677, 2.166, 8.624], [0.508, 3.908, 8.772], [3.946, 3.271, 8.957], [5.589, 3.514, 7.115], [2.369, 3.591, 4.286], [0.762, 3.294, 6.089], [6.074, 1.644, 4.200], [3.563, 1.273, 4.435], [4.510, 0.294, 3.314], [3.631, 1.474, 1.401], [3.068, 2.812, 2.383]]
}

[4]
{
  "formula": "C7H14N2",
  "method": "the ωB97M-V functional and the def2-TZVPD basis",
  "energy_ev": -10465.9783,
  "mol_weight_g_mol": 126.203,
  "homo_energy_ev": -8.6,
  "homo_lumo_gap_ev": 9.4,
  "max_force_ha_per_bohr": 0.026,
  "relative_energy_kcal_mol": 9.0,
  "multiplicity": 1,
  "symbols": ["C", "C", "C", "H", "H", "H", "H", "H", "H", "H", "H", "C", "C", "C", "C", "N", "N", "H", "H", "H", "H", "H", "H"],
  "coordinates": [[-1.222, -3.344, -0.641], [-1.592, -2.646, 0.670], [-0.454, -4.669, -0.371], [-2.150, -3.599, -1.145], [-0.641, -2.749, -1.341], [-2.628, -2.839, 0.949], [0.240, -4.834, -1.199], [-1.453, -1.564, 0.654], [-0.960, -2.995, 1.484], [0.137, -4.609, 0.524], [-1.132, -5.513, -0.250], [0.314, 2.179, -2.051], [0.406, 2.736, 1.453], [0.508, 2.081, -0.578], [1.305, 1.227, 0.136], [-0.045, 3.016, 0.261], [1.259, 1.676, 1.426], [0.119, 3.276, 2.336], [1.451, 1.183, 2.284], [1.788, 0.319, -0.181], [-0.088, 3.167, -2.278], [-0.341, 1.454, -2.539], [1.269, 2.093, -2.568]]
}

Question: Look up the multiplicity of the fourth one.
Answer: 1